ORCA calculation (ωB97M-V/def2-TZVPD) on C37H26AsBr2CrN5O3S2 as an isolated structure.

Results
Electronic energy = -303396.77179 eV
Relative energy (zero: lowest compared OMol25 entry of this formula, charge and spin) = 3.6310 eV
Strongest force on any atom = 3.29 eV Å⁻¹
Gap between HOMO and LUMO (alpha / beta) = 4.9 / 4.8 eV

```
! wB97M-V def2-TZVPD RIJCOSX def2/J DEFGRID3
* xyz 0 5
Cr 0.9323 0.4042 0.4684
S 2.7276 1.5807 1.3827
C 4.1969 0.6337 1.3089
C 5.3934 1.2490 1.6839
C 6.5851 0.5620 1.6122
C 6.6078 -0.7561 1.1762
C 5.4262 -1.3801 0.8114
C 4.2151 -0.6965 0.8555
As 2.4994 -1.4665 0.3239
C 3.1784 -3.1899 -0.3810
C 3.0568 -4.3248 0.4182
C 3.6188 -5.5256 0.0181
C 4.3064 -5.6015 -1.1826
C 4.4317 -4.4753 -1.9831
C 3.8711 -3.2745 -1.5852
C 2.3032 -0.5601 -1.4232
C 1.2945 -1.0287 -2.2713
C 1.1585 -0.5257 -3.5521
C 2.0298 0.4518 -4.0110
C 3.0410 0.9167 -3.1847
C 3.1770 0.4179 -1.9000
H 5.3616 2.2740 2.0222
H 7.5050 1.0529 1.8928
H 7.5405 -1.2947 1.1184
H 5.4388 -2.4112 0.4766
H 2.5213 -4.2488 1.3629
H 3.5281 -6.4028 0.6425
H 4.7498 -6.5345 -1.4942
H 4.9775 -4.5330 -2.9138
H 3.9808 -2.3876 -2.2033
H 0.6333 -1.8177 -1.9191
H 0.3785 -0.8995 -4.1995
H 1.9297 0.8383 -5.0132
H 3.7358 1.6597 -3.5474
H 3.9924 0.7671 -1.2740
Br -3.3900 2.3061 4.9866
C -2.1318 1.6735 3.7319
C -1.0354 0.9302 4.1666
C -0.1206 0.5249 3.2251
N -0.2261 0.8373 1.9292
C -1.2933 1.5478 1.5066
C -2.2751 1.9752 2.3823
C -1.1753 1.8359 0.0395
C -2.3920 2.4531 -0.6936
C -1.9168 3.2811 -1.8261
Br -3.2595 4.0618 -2.9130
C -0.5990 3.4732 -2.1020
C 0.4110 2.9666 -1.2482
N 0.1678 2.2377 -0.1867
H -0.9135 0.6868 5.2081
H 0.7542 -0.0517 3.4957
H -3.1341 2.5362 2.0507
H -3.1212 2.9907 -0.0803
H -0.3007 4.0720 -2.9485
H 1.4477 3.2163 -1.4366
O -7.4381 -1.8259 1.6743
S -8.1983 -1.0716 2.6603
O -7.9163 -1.3888 4.0439
O -7.5893 0.6722 2.4596
C -6.9769 0.9909 1.3711
N -7.6151 1.7845 0.4971
C -6.9922 2.1084 -0.6133
C -5.7122 1.6705 -0.9121
C -5.1006 0.8582 0.0533
N -5.7433 0.5365 1.1717
C -3.7437 0.3671 -0.0824
C -3.2549 -0.6327 0.7159
C -1.9334 -1.1288 0.6212
N -1.0022 -0.6288 -0.1667
C -1.3895 0.5361 -0.8526
C -2.8396 0.9978 -1.0849
H -7.5497 2.7412 -1.2954
H -5.2398 1.9174 -1.8477
H -3.9278 -1.0770 1.4311
H -1.6429 -1.9889 1.2095
H -0.7971 0.6451 -1.7716
H -3.2176 0.8888 -2.1055
*
```

---

ORCA calculation (ωB97M-V/def2-TZVPD) on C37H26BrLaN8O10Se as an isolated structure.

Results
Electronic energy = -207440.12218 eV
Relative energy (zero: lowest compared OMol25 entry of this formula, charge and spin) = 0.5367 eV
Strongest force on any atom = 1.75 eV Å⁻¹
Gap between HOMO and LUMO = 5.3 eV

```
! wB97M-V def2-TZVPD RIJCOSX def2/J DEFGRID3
* xyz 0 1
La -0.0990 0.0384 -0.1574
O 4.0478 3.1683 -6.9756
C 4.0388 3.3615 -5.6332
O 4.4754 4.3709 -5.1641
C 3.3969 2.2794 -4.8210
C 2.7068 2.6386 -3.6691
C 2.1257 1.6690 -2.8718
C 2.2398 0.3273 -3.2249
C 2.9708 -0.0400 -4.3496
C 3.5349 0.9370 -5.1549
N 1.6577 -0.6336 -2.3449
C 1.3774 -1.7962 -2.7620
C 0.9179 -2.8603 -1.8348
C 0.7700 -4.1536 -2.3023
C 0.3665 -5.1456 -1.4172
C 0.1427 -4.8083 -0.0987
C 0.3255 -3.4849 0.2891
N 0.7064 -2.5312 -0.5512
H 3.5108 2.3959 -7.1918
H 2.6282 3.6837 -3.4015
H 1.5735 1.9550 -1.9873
H 3.1408 -1.0811 -4.5882
H 4.1259 0.6397 -6.0131
H 1.4769 -2.1009 -3.8063
H 0.9630 -4.3744 -3.3439
H 0.2370 -6.1623 -1.7641
H -0.1742 -5.5442 0.6266
H 0.1585 -3.1779 1.3114
C 3.6152 2.4609 1.0332
C 3.2541 1.0131 0.8736
O 2.2202 0.6830 0.2966
N 4.0842 0.0776 1.3670
C 3.7331 -1.3370 1.3239
C 2.7889 -1.7048 2.4422
C 3.2651 -2.1772 3.6583
C 2.3635 -2.4225 4.6810
C 1.0196 -2.1809 4.4534
C 0.6340 -1.7173 3.2047
N 1.4912 -1.4897 2.2103
H 2.7342 3.0505 0.7903
H 4.4270 2.7140 0.3489
H 3.9437 2.6807 2.0493
H 4.8282 0.3873 1.9703
H 4.6529 -1.9193 1.3711
H 3.2483 -1.5224 0.3668
H 4.3246 -2.3519 3.7981
H 2.7052 -2.7919 5.6392
H 0.2779 -2.3410 5.2234
H -0.4033 -1.4933 2.9865
O -3.7036 4.8483 -1.9334
C -2.8293 4.0559 -1.7070
C -1.8139 4.1227 -0.5687
O -1.7913 4.9303 0.3305
C -0.9144 2.9585 -0.7561
C -1.3322 2.2356 -1.8861
O -0.7538 1.1072 -2.2425
C -2.5579 2.7531 -2.4411
O -3.2823 2.2326 -3.2803
O 0.0379 2.5800 0.0054
Se -2.8266 -0.7097 -2.6942
N -4.3790 -1.1381 -2.0124
C -4.1611 -1.6015 -0.7820
C -5.1632 -1.9135 0.1746
C -4.7459 -2.2873 1.4119
C -3.3498 -2.3576 1.6997
N -2.3876 -2.0980 0.8569
C -2.7968 -1.7160 -0.3909
N -1.9061 -1.3363 -1.3087
H -6.2090 -1.8258 -0.0872
H -5.4512 -2.5205 2.1972
H -3.0441 -2.6450 2.7018
Br -6.5646 2.1270 3.9007
C -4.6895 1.9267 3.9881
C -4.0258 2.1860 5.1795
N -2.7098 2.0562 5.3161
C -2.0190 1.6483 4.2548
C -2.6028 1.3679 3.0274
C -3.9730 1.5214 2.8805
C -1.7853 0.8826 1.8795
O -2.2720 0.9132 0.7244
O -0.6277 0.4064 2.1092
H -4.5864 2.5102 6.0484
H -0.9476 1.5409 4.3720
H -4.4461 1.3341 1.9258
*
```

---

ORCA calculation (ωB97M-V/def2-TZVPD) on C37H26N8O3PS2Ti as an isolated structure.

Results
Electronic energy = -110936.71623 eV
Relative energy (zero: lowest compared OMol25 entry of this formula, charge and spin) = 2.6099 eV
Strongest force on any atom = 2.82 eV Å⁻¹
Gap between HOMO and LUMO (alpha / beta) = 4.5 / 4.7 eV

```
! wB97M-V def2-TZVPD RIJCOSX def2/J DEFGRID3
* xyz -2 2
Ti 0.4154 -0.0779 0.7242
C -6.1437 -0.9717 1.5468
C -6.0688 -1.5705 0.2731
C -4.8886 -1.5863 -0.4401
C -3.7594 -0.9957 0.1300
C -2.3801 -0.9421 -0.2550
N -1.6337 -0.3543 0.7430
C -2.4989 -0.0334 1.7629
N -2.1982 0.5054 2.9446
C -0.9604 0.5713 3.3571
C -0.6053 1.1528 4.6362
C -1.3645 1.7848 5.6116
C -0.7166 2.2226 6.7525
C 0.6642 2.0405 6.9091
C 1.4190 1.4059 5.9395
C 0.7697 0.9487 4.7986
C 1.2201 0.2394 3.6161
N 2.4416 -0.2031 3.5005
C 2.8629 -0.8528 2.4100
N 2.2121 -0.9795 1.2144
C 2.9838 -1.7599 0.3933
N 2.7021 -2.1300 -0.8600
C 1.5192 -1.9385 -1.3824
N 0.3821 -1.4528 -0.7597
C -0.6599 -1.5978 -1.6471
N -1.9388 -1.4117 -1.4208
C -0.1736 -2.1452 -2.8948
C -0.8129 -2.4700 -4.0856
C -0.0478 -2.9881 -5.1136
C 1.3315 -3.1884 -4.9557
C 1.9662 -2.8801 -3.7667
C 1.2021 -2.3526 -2.7322
C 4.1831 -2.1451 1.0761
C 5.2675 -2.9488 0.7228
C 6.2586 -3.1625 1.6593
C 6.1782 -2.5928 2.9448
C 5.1072 -1.8005 3.3055
C 4.1051 -1.5693 2.3629
N 0.1570 0.0427 2.7540
C -3.8342 -0.4117 1.4114
C -5.0334 -0.3925 2.1248
H -7.0847 -0.9940 2.0853
H -6.9541 -2.0450 -0.1355
H -4.8223 -2.0616 -1.4117
H -2.4276 1.9252 5.4640
H -1.2813 2.7180 7.5339
H 1.1419 2.4034 7.8122
H 2.4866 1.2631 6.0509
H -1.8785 -2.3101 -4.1901
H -0.5129 -3.2397 -6.0601
H 1.9025 -3.5940 -5.7831
H 3.0294 -3.0378 -3.6349
H 5.3197 -3.3941 -0.2636
H 7.1134 -3.7795 1.4053
H 6.9696 -2.7905 3.6594
H 5.0367 -1.3579 4.2920
H -5.0692 0.0566 3.1098
C -1.9526 0.4376 -4.5456
C -0.5170 0.9394 -4.6519
O -0.3478 2.2356 -4.1111
P -0.5425 2.5092 -2.4587
S -0.7328 3.2167 0.9780
S 0.9775 1.3653 -1.6738
O 0.1964 3.9847 -2.4896
C -0.5889 5.1349 -2.6969
C -0.5643 5.5669 -4.1583
H -2.0636 -0.4985 -5.0970
H -2.6372 1.1807 -4.9605
H -2.2106 0.2624 -3.5001
H -0.2144 1.0149 -5.7016
H 0.1602 0.2362 -4.1538
H -0.1724 5.9200 -2.0600
H -1.6223 4.9540 -2.3748
H 0.4606 5.7883 -4.4601
H -1.1875 6.4538 -4.3029
H -0.9308 4.7522 -4.7828
O 1.4990 1.7301 1.1987
C 0.3916 2.0450 0.7579
*
```

---

What is the formula in the second record? C37H26BrLaN8O10Se